No. 1
Formula: C35H32F11N4Os
Source: OMol25
Level of theory: ωB97M-V with the def2-TZVPD basis set

Calculated values
Gap between HOMO and LUMO = 5.903 eV
Spin multiplicity = 1
Total charge = +1
HOMO level = -10.58 eV
Energy relative to the best compared isomer or geometry (same formula, charge and spin) = 43.79 kcal per mole

Last column: Mulliken charge in e.
Cartesian coordinates (Å):
Os (0.03, -0.34, 0.19)  1.568
C (0.36, 2.60, 0.61)  -0.084
N (0.19, 1.64, -0.51)  -0.102
C (-1.03, 1.97, -1.29)  -1.132
C (-2.20, 1.32, -0.62)  -0.178
N (-1.81, -0.07, -0.37)  0.091
C (-2.81, -1.05, -0.55)  0.264
C (-4.16, -0.86, -0.24)  0.182
F (-4.60, 0.33, 0.17)  -0.383
C (-5.07, -1.90, -0.29)  0.462
F (-6.33, -1.68, 0.08)  -0.293
C (-4.67, -3.16, -0.68)  0.432
F (-5.54, -4.16, -0.70)  -0.285
C (-3.36, -3.37, -1.07)  0.455
F (-2.96, -4.57, -1.47)  -0.317
C (-2.47, -2.32, -1.04)  -0.220
F (-1.22, -2.51, -1.48)  -0.324
C (1.36, 1.65, -1.40)  -1.631
C (2.51, 1.01, -0.70)  -0.472
N (2.06, -0.21, -0.03)  0.204
C (3.12, -1.06, 0.36)  0.098
C (2.84, -2.33, 0.90)  -0.216
F (1.57, -2.68, 1.01)  -0.088
C (3.80, -3.23, 1.31)  0.072
F (3.42, -4.41, 1.80)  -0.303
C (5.13, -2.90, 1.21)  0.811
F (6.07, -3.74, 1.61)  -0.301
C (5.47, -1.67, 0.69)  0.394
F (6.74, -1.31, 0.60)  -0.314
C (4.49, -0.78, 0.28)  0.153
F (4.95, 0.40, -0.17)  -0.412
H (0.70, 3.56, 0.23)  0.452
H (1.08, 2.21, 1.33)  -0.243
H (-0.59, 2.74, 1.12)  -0.353
H (-0.92, 1.53, -2.28)  0.409
H (-1.15, 3.05, -1.39)  0.318
H (-3.06, 1.39, -1.28)  0.771
H (-2.46, 1.81, 0.31)  -0.089
H (1.61, 2.67, -1.71)  0.407
H (1.11, 1.08, -2.29)  0.462
H (2.96, 1.70, 0.02)  0.497
H (3.26, 0.80, -1.46)  0.757
C (2.58, -0.91, 4.52)  -1.650
C (2.29, 0.00, 3.32)  1.867
C (3.58, 0.72, 2.90)  -1.660
C (1.18, 0.97, 3.67)  0.700
C (1.47, 1.96, 4.60)  -0.348
C (0.48, 2.79, 5.09)  -1.420
C (-0.82, 2.60, 4.66)  -1.168
C (-1.18, 1.62, 3.74)  0.500
C (-2.67, 1.61, 3.43)  0.550
C (-3.26, 0.36, 2.77)  -1.792
C (-3.04, 2.87, 2.63)  -1.555
C (-0.15, 0.79, 3.22)  -0.254
N (-0.42, -0.34, 2.36)  0.878
C (-0.78, -1.52, 3.00)  1.643
C (-0.98, -1.65, 4.38)  -1.047
C (-1.30, -2.88, 4.93)  -0.885
C (-1.42, -4.02, 4.14)  -0.724
C (-1.23, -3.91, 2.77)  -1.083
C (-0.94, -2.67, 2.27)  -0.171
F (-0.76, -2.48, 0.94)  -0.310
H (3.36, -1.64, 4.27)  0.474
H (1.69, -1.45, 4.83)  0.284
H (2.93, -0.31, 5.36)  0.375
H (1.96, -0.62, 2.49)  -1.285
H (3.99, 1.31, 3.72)  0.502
H (3.41, 1.40, 2.06)  0.278
H (4.33, -0.01, 2.61)  0.316
H (2.48, 2.06, 4.97)  0.445
H (0.71, 3.54, 5.83)  0.413
H (-1.60, 3.22, 5.08)  0.481
H (-3.17, 1.70, 4.40)  0.653
H (-2.76, 0.13, 1.84)  0.109
H (-4.32, 0.54, 2.57)  0.637
H (-3.18, -0.50, 3.43)  0.421
H (-2.45, 2.94, 1.72)  0.340
H (-2.87, 3.77, 3.21)  0.393
H (-4.10, 2.84, 2.35)  0.526
H (-0.89, -0.78, 5.01)  0.506
H (-1.45, -2.95, 6.00)  0.490
H (-1.65, -4.98, 4.58)  0.455
H (-1.29, -4.77, 2.11)  0.598

No. 2
Formula: C23H36Br2F3O8S
Source: OMol25
Level of theory: ωB97M-V with the def2-TZVPD basis set

Calculated values
Gap between HOMO and LUMO = 9.469 eV
Spin multiplicity = 1
Total charge = +1
HOMO level = -11.65 eV

Last column: Mulliken charge in e.
Cartesian coordinates (Å):
C (-3.17, -1.42, -4.36)  -1.345
C (-1.83, -1.59, -3.64)  -0.246
C (-1.89, -1.01, -2.21)  -0.752
S (-0.40, -0.05, -1.82)  0.264
C (-1.06, 1.45, -1.06)  -1.159
C (0.10, 2.39, -0.74)  -0.347
O (-0.18, 3.35, 0.27)  -0.381
C (-1.47, 3.82, 0.34)  0.886
C (-2.09, 3.62, 1.69)  -1.032
O (-2.00, 4.34, -0.60)  -0.505
C (0.43, -0.91, -0.48)  -0.754
C (-0.43, -1.24, 0.74)  -1.192
C (0.35, -1.92, 1.87)  0.619
F (-0.53, -2.17, 2.86)  -0.285
Br (0.98, -3.60, 1.16)  -0.052
C (1.53, -1.04, 2.44)  0.508
F (2.72, -1.48, 2.03)  -0.213
F (1.40, 0.22, 1.95)  -0.182
Br (1.54, -0.94, 4.35)  -0.110
H (-4.01, -1.50, -3.66)  0.383
H (-3.30, -2.20, -5.11)  0.370
H (-3.24, -0.46, -4.86)  0.317
H (-1.04, -1.10, -4.22)  0.361
H (-1.58, -2.64, -3.58)  0.335
H (-2.73, -0.32, -2.09)  0.559
H (-2.01, -1.79, -1.47)  0.404
H (-1.71, 1.87, -1.83)  0.741
H (-1.66, 1.16, -0.19)  0.602
H (0.96, 1.82, -0.37)  0.392
H (0.41, 2.85, -1.68)  0.096
H (-1.39, 3.90, 2.48)  0.356
H (-2.33, 2.56, 1.84)  0.226
H (-3.00, 4.20, 1.76)  0.354
H (1.30, -0.30, -0.25)  0.601
H (0.79, -1.83, -0.95)  0.491
H (-1.19, -1.96, 0.45)  0.467
H (-0.95, -0.38, 1.16)  0.318
O (0.42, 2.27, -5.47)  -0.606
C (0.17, 3.38, -5.10)  0.391
O (0.14, 3.69, -3.78)  -0.287
C (-0.30, 5.06, -3.58)  -0.365
C (0.00, 5.75, -4.91)  -0.583
C (-0.17, 4.62, -5.91)  -0.381
H (-1.37, 5.04, -3.35)  0.241
H (0.24, 5.47, -2.74)  0.323
H (-0.63, 6.61, -5.09)  0.344
H (1.04, 6.09, -4.91)  0.275
H (-1.21, 4.52, -6.25)  0.254
H (0.47, 4.68, -6.78)  0.319
O (1.28, -4.14, -1.93)  -0.555
C (1.98, -5.12, -1.97)  0.493
O (1.60, -6.28, -1.40)  -0.333
C (2.66, -7.26, -1.51)  -0.396
C (3.51, -6.79, -2.69)  -0.516
C (3.35, -5.27, -2.60)  -0.474
H (3.21, -7.26, -0.57)  0.258
H (2.20, -8.23, -1.66)  0.301
H (4.54, -7.13, -2.62)  0.330
H (3.09, -7.15, -3.62)  0.267
H (4.08, -4.81, -1.93)  0.252
H (3.38, -4.76, -3.56)  0.350
O (-1.12, 2.73, 10.08)  -0.548
C (-0.69, 1.96, 9.28)  0.450
O (-0.60, 2.27, 7.96)  -0.355
C (-0.14, 1.14, 7.21)  -0.336
C (0.60, 0.26, 8.22)  -0.415
C (-0.17, 0.55, 9.50)  -0.436
H (-1.01, 0.62, 6.78)  0.215
H (0.49, 1.50, 6.40)  0.287
H (0.63, -0.79, 7.94)  0.313
H (1.63, 0.61, 8.32)  0.277
H (-1.03, -0.10, 9.63)  0.255
H (0.44, 0.52, 10.40)  0.296

No. 3
Formula: C26H24N5O2SbSe4Ti
Source: OMol25
Level of theory: ωB97M-V with the def2-TZVPD basis set

Calculated values
Gap between HOMO and LUMO (alpha / beta) = 5.652 / 5.617 eV
Spin multiplicity = 2
⟨S²⟩ = 0.75
Total charge = -1
HOMO level (alpha / beta) = -3.80 / -3.80 eV
Energy relative to the best compared isomer or geometry (same formula, charge and spin) = 0.00 kcal per mole

Last column: Mulliken charge in e.
Cartesian coordinates (Å):
Ti (0.18, 0.18, 0.02)  -0.854
O (3.11, 2.93, 1.04)  -0.819
C (2.30, 2.15, 0.54)  -0.278
N (1.45, 1.31, 1.14)  0.596
C (1.37, 1.32, 2.59)  -1.266
C (-0.06, 1.06, 2.96)  0.273
C (-0.64, 1.58, 4.11)  -0.629
C (-1.96, 1.30, 4.39)  -0.552
C (-2.67, 0.47, 3.54)  -1.295
C (-2.03, -0.02, 2.42)  -0.377
N (-0.77, 0.30, 2.11)  1.583
C (2.16, 2.12, -0.98)  0.827
C (3.06, 2.79, -1.79)  -0.673
C (2.86, 2.77, -3.16)  -0.395
C (1.76, 2.10, -3.67)  -1.031
C (0.90, 1.46, -2.79)  -0.344
N (1.11, 1.47, -1.48)  0.520
H (1.73, 2.26, 3.01)  0.516
H (1.98, 0.51, 3.01)  -0.040
H (-0.03, 2.18, 4.78)  0.506
H (-2.43, 1.69, 5.29)  0.413
H (-3.68, 0.17, 3.76)  0.458
H (-2.53, -0.69, 1.74)  0.448
H (3.88, 3.30, -1.31)  0.556
H (3.56, 3.27, -3.82)  0.427
H (1.56, 2.07, -4.73)  0.443
H (0.03, 0.92, -3.14)  0.560
N (3.51, -1.73, -2.49)  -0.395
C (2.77, -1.78, -1.36)  0.242
O (2.34, -0.75, -0.85)  -0.251
C (2.55, -3.14, -0.74)  -0.833
C (2.15, -3.07, 0.72)  -0.950
H (3.69, -0.83, -2.91)  0.221
H (3.94, -2.55, -2.87)  0.195
H (3.49, -3.70, -0.83)  0.563
H (1.80, -3.67, -1.33)  0.317
H (2.95, -2.63, 1.33)  0.444
H (1.95, -4.08, 1.09)  0.388
C (-3.13, 2.91, 0.60)  -1.060
C (-4.19, 2.15, 0.12)  -0.481
C (-3.94, 1.00, -0.59)  -1.197
C (-2.62, 0.59, -0.81)  0.394
N (-1.61, 1.31, -0.29)  0.914
C (-1.86, 2.44, 0.38)  -0.226
C (-2.22, -0.59, -1.61)  1.163
C (-3.15, -1.22, -2.44)  -1.063
C (-2.75, -2.25, -3.27)  -0.837
C (-1.40, -2.61, -3.28)  -1.123
C (-0.50, -1.97, -2.44)  0.148
C (-0.86, -0.95, -1.55)  0.988
H (-3.28, 3.82, 1.17)  0.446
H (-5.21, 2.46, 0.31)  0.402
H (-4.75, 0.40, -0.97)  0.394
H (-0.99, 2.96, 0.77)  0.461
H (-4.19, -0.91, -2.46)  0.285
H (-3.46, -2.74, -3.92)  0.374
H (-1.06, -3.40, -3.94)  0.448
H (0.54, -2.29, -2.50)  0.196
Se (-1.19, -1.86, 4.90)  -0.540
Sb (0.66, -2.94, 3.81)  0.594
Se (2.85, -1.98, 4.20)  -0.735
Se (0.45, -5.29, 3.32)  -0.670
Se (0.51, -2.10, 1.14)  0.214